(1)
Molecular formula: C20H16CdCl2N4O3
Method: DFT, the ωB97M-V functional and the def2-TZVPD basis

Summary:
gap between HOMO and LUMO: 6.93 eV
relative energy (zero: lowest compared OMol25 entry of this formula, charge and spin): 0.493 eV
E_HOMO: -0.2640 hartree
largest force on an atom: 3.0 eV/A
molar mass: 543.69 g mol⁻¹

The geometry in XYZ format:
```
46
C20H16CdCl2N4O3 | OMol25 | the ωB97M-V functional and the def2-TZVPD basis
Cd 0.32 0.89 0.49
Cl -4.07 -4.23 2.85
C -2.74 -3.13 2.56
C -2.76 -2.10 1.61
C -1.63 -1.35 1.30
N -1.64 -0.17 0.55
C -2.62 0.29 -0.20
O -3.78 -0.07 -0.48
C -2.21 1.58 -0.96
C -3.03 2.07 -1.99
C -2.66 3.13 -2.80
C -1.51 3.77 -2.49
C -0.76 3.31 -1.43
N -1.03 2.19 -0.75
C -0.41 -1.73 1.96
C -0.39 -2.75 2.90
C -1.54 -3.46 3.19
Cl -1.34 -4.68 4.37
N 0.72 -0.87 1.74
C 1.96 -1.03 2.19
O 2.47 -1.89 2.92
C 2.86 0.14 1.73
C 4.24 -0.01 2.02
C 5.05 1.08 1.73
C 4.57 2.20 1.03
C 3.23 2.16 0.66
N 2.40 1.18 1.04
H -3.67 -1.92 1.06
H -3.96 1.57 -2.26
H -3.27 3.47 -3.64
H -1.06 4.58 -3.03
H 0.21 3.73 -1.15
H 0.55 -2.98 3.32
H 4.58 -0.92 2.42
H 6.11 1.14 2.01
H 5.19 3.05 0.74
H 2.84 3.00 0.07
C -0.70 -1.36 -3.54
C -0.02 -1.48 -2.19
O 0.62 -0.22 -1.89
H -1.11 -2.32 -3.67
H 0.06 -1.35 -4.35
H -1.39 -0.54 -3.61
H 0.73 -2.25 -2.11
H -0.77 -1.55 -1.34
H 1.39 -0.17 -2.56
```



(2)
Molecular formula: C3H3NO2S
Method: DFT, the ωB97M-V functional and the def2-TZVPD basis

Summary:
gap between HOMO and LUMO: 8.86 eV
structure (SMILES): S=C1CON=CO1
relative energy (zero: lowest compared OMol25 entry of this formula, charge and spin): 4.034 eV
E_HOMO: -0.3467 hartree
largest force on an atom: 2.9 eV/A
molar mass: 117.13 g mol⁻¹

The geometry in XYZ format:
```
10
C3H3NO2S | OMol25 | the ωB97M-V functional and the def2-TZVPD basis
C 0.28 1.06 -0.16
C 0.26 0.16 1.12
C -0.59 -0.84 -1.18
H 0.96 0.53 1.91
H -0.68 0.26 1.57
H -1.25 -1.30 -1.94
N -0.14 -1.71 -0.35
O 0.60 -1.17 0.70
O -0.45 0.52 -1.24
S 1.00 2.49 -0.45
```



(3)
Molecular formula: C2H7NO
Method: DFT, the ωB97M-V functional and the def2-TZVPD basis

Summary:
gap between HOMO and LUMO: 9.69 eV
structure (SMILES): C=CN.O
relative energy (zero: lowest compared OMol25 entry of this formula, charge and spin): 1.014 eV
E_HOMO: -0.3205 hartree
largest force on an atom: 2.3 eV/A
molar mass: 61.08 g mol⁻¹

The geometry in XYZ format:
```
11
C2H7NO | OMol25 | the ωB97M-V functional and the def2-TZVPD basis
C 0.92 -0.93 1.10
C -0.14 -0.96 0.27
N -1.16 0.02 0.27
H 1.01 -0.03 1.71
H 1.74 -1.61 1.11
H -0.04 -1.63 -0.64
H -1.48 0.39 1.15
H -1.94 -0.27 -0.35
H 1.17 1.83 -1.50
H -0.36 1.38 -1.28
O 0.28 1.82 -1.86
```



(4)
Molecular formula: C18H54O9S9
Method: DFT, the ωB97M-V functional and the def2-TZVPD basis

Summary:
gap between HOMO and LUMO: 8.51 eV
relative energy (zero: lowest compared OMol25 entry of this formula, charge and spin): 2.611 eV
E_HOMO: -0.3147 hartree
largest force on an atom: 3.2 eV/A
molar mass: 703.22 g mol⁻¹

The geometry in XYZ format:
```
90
C18H54O9S9 | OMol25 | the ωB97M-V functional and the def2-TZVPD basis
C 2.13 -2.57 3.71
S 2.41 -4.31 3.15
O 3.54 -4.21 2.10
C 3.28 -4.86 4.69
H 1.63 -2.01 2.92
H 3.15 -2.17 3.66
H 1.96 -2.59 4.79
H 3.72 -5.79 4.32
H 2.37 -4.96 5.28
H 4.09 -4.18 4.95
C 1.71 -6.66 0.58
S 0.19 -6.30 -0.44
O -0.51 -5.19 0.32
C 1.02 -5.46 -1.88
H 2.22 -5.71 0.71
H 2.36 -7.37 0.07
H 1.46 -6.98 1.59
H 2.03 -5.80 -2.11
H 1.16 -4.40 -1.69
H 0.48 -5.49 -2.83
C -2.01 -3.64 -3.34
S -2.07 -4.58 -4.88
O -1.36 -5.94 -4.70
C -0.76 -3.63 -5.74
H -2.57 -2.73 -3.55
H -1.01 -3.33 -3.04
H -2.43 -4.14 -2.47
H 0.16 -3.71 -5.17
H -0.99 -2.58 -5.95
H -0.48 -4.10 -6.69
C -0.44 0.04 1.92
S -1.22 -0.55 0.29
O -0.49 0.20 -0.80
C -0.38 -2.22 0.45
H 0.58 -0.32 1.94
H -0.95 -0.31 2.82
H -0.37 1.12 1.82
H -0.75 -2.96 -0.26
H -0.57 -2.57 1.46
H 0.68 -2.07 0.25
C 2.14 6.39 2.61
S 1.11 5.55 1.29
O 1.93 5.40 0.03
C 1.14 3.87 1.95
H 2.99 5.82 2.98
H 1.50 6.61 3.46
H 2.63 7.28 2.20
H 0.32 3.32 1.49
H 0.89 3.97 3.00
H 2.14 3.45 1.83
C -3.72 2.11 5.68
S -2.06 2.50 6.43
O -1.81 1.33 7.42
C -1.08 2.14 4.95
H -4.50 2.40 6.40
H -3.76 1.08 5.34
H -3.88 2.80 4.86
H -1.32 2.92 4.24
H -1.33 1.18 4.51
H -0.01 2.16 5.17
C -2.89 3.10 -5.25
S -1.08 2.78 -5.20
O -0.42 3.81 -4.26
C -1.17 1.12 -4.30
H -3.33 2.90 -4.28
H -3.32 2.39 -5.96
H -3.16 4.09 -5.63
H -0.20 0.62 -4.33
H -1.95 0.48 -4.71
H -1.35 1.31 -3.25
C -2.83 2.90 -0.05
S -3.22 4.05 -1.43
O -4.14 5.11 -0.87
C -1.56 4.97 -1.42
H -2.77 3.57 0.81
H -1.87 2.38 -0.02
H -3.67 2.21 0.04
H -1.75 5.71 -2.20
H -0.69 4.34 -1.61
H -1.41 5.43 -0.44
C 2.22 2.17 -1.37
S 3.53 1.42 -2.45
O 4.73 1.12 -1.57
C 2.73 -0.26 -2.75
H 2.56 3.01 -0.78
H 1.85 1.40 -0.69
H 1.31 2.46 -1.90
H 1.69 -0.28 -3.06
H 2.57 -0.67 -1.75
H 3.28 -0.91 -3.44
```



(5)
Molecular formula: C5H10N2S2
Method: DFT, the ωB97M-V functional and the def2-TZVPD basis

Summary:
gap between HOMO and LUMO: 9.59 eV
structure (SMILES): c1c[nH]cn1.CCSS
relative energy (zero: lowest compared OMol25 entry of this formula, charge and spin): 0.000 eV
E_HOMO: -0.3269 hartree
largest force on an atom: 0.9 eV/A
molar mass: 162.28 g mol⁻¹

The geometry in XYZ format:
```
19
C5H10N2S2 | OMol25 | the ωB97M-V functional and the def2-TZVPD basis
S 2.78 -1.15 4.00
S 3.60 -1.00 2.13
C 2.89 1.70 1.98
C 4.07 0.75 2.04
H 1.50 -0.84 3.70
H 2.25 1.47 1.12
H 3.24 2.74 1.90
H 2.28 1.62 2.90
H 4.67 0.80 1.11
H 4.74 0.97 2.89
N -3.89 0.30 1.39
C -3.64 -0.15 0.17
C -4.43 1.55 1.21
C -4.52 1.86 -0.13
N -4.01 0.76 -0.78
H -3.21 -1.11 -0.09
H -4.73 2.17 2.06
H -4.88 2.74 -0.66
H -3.92 0.65 -1.79
```



Which of these has the highest gap between HOMO and LUMO? C2H7NO